*1*
Here is one molecule with the formula C2H3ClSi from the Open Molecules 2025 dataset. Energies are from wB97M-V/def2-TZVPD.

Calculated values
Spin multiplicity: 1
HOMO level (spin up / spin down) (eV): -9.77 / -7.53

Atoms and positions in Å:
C (-0.56, -0.07, -0.02)
C (-1.80, 0.69, -0.05)
Si (1.50, 0.13, -0.06)
Cl (-3.15, -0.42, 0.03)
H (-0.64, -1.11, -0.29)
H (2.12, 0.37, 1.41)
H (2.54, 0.41, -1.01)

=====

*2*
Here is a 2-piece molecular cluster, C2H3ClSi overall from the Open Molecules 2025 dataset. Energies are from wB97M-V/def2-TZVPD.

Calculated values
Spin multiplicity: 1
HOMO level (spin up / spin down) (eV): -9.48 / -7.56

Atoms and positions in Å:
C (1.41, -1.43, -0.03)
C (0.46, -0.69, 0.09)
Si (-0.82, 0.61, 0.34)
Cl (-2.60, 0.04, -0.21)
H (1.89, -2.33, 0.12)
H (0.54, 2.11, -1.62)
H (-0.87, 1.70, 1.32)

=====

Of them, *1* has the lowest stability.

=====

*1*
Here is a 2-piece molecular cluster, C3H10NO overall from the Open Molecules 2025 dataset. Energies are from wB97M-V/def2-TZVPD.

Calculated values
Net charge: -1
Spin multiplicity: 1
HOMO level (eV): -2.82

Atoms and positions in Å:
C (-2.37, 0.16, 0.05)
O (-1.56, 0.63, -0.91)
H (-3.05, -0.68, -0.24)
H (-1.95, -0.36, 0.99)
H (-3.13, 0.83, 0.55)
C (1.37, -0.61, 1.11)
N (0.68, -0.42, -0.15)
C (1.33, 0.37, -1.15)
H (1.89, -1.58, 1.12)
H (2.02, 0.27, 1.23)
H (0.70, -0.60, 1.99)
H (-0.36, -0.04, -0.17)
H (0.69, 0.54, -2.01)
H (2.32, 0.06, -1.52)
H (1.42, 1.46, -0.88)

=====

*2*
Here is a 2-piece molecular cluster, C3H10NO overall from the Open Molecules 2025 dataset. Energies are from wB97M-V/def2-TZVPD.

Calculated values
Net charge: -1
Spin multiplicity: 1
HOMO level (eV): -2.52

Atoms and positions in Å:
N (-1.84, -2.43, -0.46)
C (-1.86, -0.93, -0.53)
O (-0.67, -0.38, -0.24)
H (-1.54, -2.63, 0.48)
H (-1.09, -2.71, -1.08)
H (-2.21, -0.72, -1.57)
H (-2.67, -0.62, 0.17)
C (1.38, 1.06, 1.13)
C (1.59, 1.56, -0.30)
H (1.75, 0.04, 1.21)
H (0.31, 1.02, 1.32)
H (1.92, 1.69, 1.85)
H (1.02, 0.92, -0.97)
H (1.26, 2.59, -0.41)
H (2.65, 1.53, -0.58)

=====

*3*
Here is a 2-piece molecular cluster, C3H10NO overall from the Open Molecules 2025 dataset. Energies are from wB97M-V/def2-TZVPD.

Calculated values
Net charge: -1
Spin multiplicity: 1
HOMO level (eV): -2.28

Atoms and positions in Å:
C (1.34, -1.70, -1.94)
O (1.01, -1.18, -0.74)
H (1.88, -0.99, -2.61)
H (2.07, -2.57, -1.88)
H (0.50, -2.15, -2.53)
C (-0.24, 0.80, 2.08)
N (-0.13, 1.29, 0.73)
C (-1.33, 0.99, -0.07)
H (-0.73, 1.53, 2.74)
H (-0.78, -0.15, 2.20)
H (0.74, 0.63, 2.53)
H (0.58, 0.71, 0.29)
H (-2.22, 1.06, 0.57)
H (-1.27, -0.01, -0.50)
H (-1.41, 1.74, -0.86)

=====

Of them, *1* has the lowest stability.

=====

*1*
Here is one molecule with the formula C5H5ClOS from the Open Molecules 2025 dataset. Energies are from wB97M-V/def2-TZVPD.

Calculated values
Spin multiplicity: 1
HOMO level (eV): -9.21

Atoms and positions in Å:
C (1.17, -0.16, -0.24)
C (0.21, 0.72, -0.01)
C (0.10, 2.16, 0.06)
C (0.79, -1.58, -0.25)
C (-1.51, -0.32, 0.49)
O (-0.92, 2.78, 0.14)
S (-0.82, -1.93, 0.58)
Cl (-2.65, 0.08, -0.80)
H (2.26, 0.01, -0.39)
H (1.03, 2.74, -0.19)
H (0.76, -2.05, -1.35)
H (1.50, -2.29, 0.44)
H (-1.92, -0.15, 1.51)

=====

*2*
Here is one molecule with the formula C5H5ClOS from the Open Molecules 2025 dataset. Energies are from wB97M-V/def2-TZVPD.

Calculated values
Spin multiplicity: 1
HOMO level (eV): -8.92

Atoms and positions in Å:
C (-1.66, -0.66, -1.59)
C (-0.85, 0.13, -1.16)
C (0.10, 1.07, -0.67)
Cl (-0.61, 2.26, 0.50)
C (1.35, 0.43, -0.10)
S (2.81, 0.79, -0.72)
O (1.31, -0.35, 0.96)
C (0.07, -0.87, 1.48)
H (-2.28, -1.38, -2.09)
H (0.41, 1.66, -1.55)
H (-0.67, -0.10, 1.65)
H (-0.28, -1.69, 0.83)
H (0.29, -1.28, 2.46)

=====

Of them, *1* has the lowest stability.

=====

*1*
Here is C39H59N5O4SSe2SiZr as an isolated structure from the Open Molecules 2025 dataset. Energies are from wB97M-V/def2-TZVPD.

Calculated values
Spin multiplicity: 1
HOMO level (eV): -7.13

Atoms and positions in Å:
Zr (1.67, -0.20, 1.24)
O (0.09, -0.54, 5.34)
C (0.53, -0.72, 4.21)
N (0.47, 0.09, 3.15)
C (0.25, 1.49, 3.45)
C (1.62, 2.14, 3.46)
C (1.95, 3.23, 4.24)
C (3.23, 3.74, 4.18)
C (4.16, 3.14, 3.34)
C (3.76, 2.06, 2.58)
N (2.52, 1.56, 2.64)
C (1.38, -1.94, 3.95)
C (1.44, -2.97, 4.87)
C (2.41, -3.94, 4.72)
C (3.31, -3.83, 3.68)
C (3.17, -2.79, 2.78)
N (2.21, -1.87, 2.89)
H (-0.25, 1.63, 4.41)
H (-0.35, 1.95, 2.66)
H (1.20, 3.66, 4.89)
H (3.51, 4.58, 4.79)
H (5.18, 3.50, 3.27)
H (4.42, 1.55, 1.89)
H (0.74, -2.95, 5.70)
H (2.48, -4.76, 5.43)
H (4.11, -4.54, 3.54)
H (3.85, -2.65, 1.95)
C (-0.29, 5.87, 1.03)
C (-0.63, 5.75, -0.46)
C (-1.89, 4.92, -0.72)
C (-1.70, 3.43, -0.49)
N (-0.86, 2.83, -1.53)
C (0.41, 2.40, -1.38)
Se (1.45, 2.57, 0.16)
N (0.78, 1.80, -2.52)
C (2.10, 1.22, -2.78)
C (3.17, 2.26, -3.09)
C (2.84, 3.22, -4.23)
C (1.97, 4.41, -3.83)
C (-0.28, 1.80, -3.41)
C (-0.42, 1.29, -4.70)
C (-1.65, 1.47, -5.31)
C (-2.70, 2.13, -4.67)
C (-2.56, 2.64, -3.39)
C (-1.33, 2.46, -2.78)
H (0.60, 6.47, 1.18)
H (-0.10, 4.89, 1.47)
H (-1.11, 6.34, 1.58)
H (0.21, 5.32, -1.00)
H (-0.78, 6.75, -0.88)
H (-2.24, 5.08, -1.74)
H (-2.70, 5.26, -0.06)
H (-2.65, 2.90, -0.51)
H (-1.22, 3.21, 0.46)
H (1.97, 0.53, -3.62)
H (2.39, 0.63, -1.91)
H (4.07, 1.69, -3.33)
H (3.39, 2.82, -2.18)
H (2.37, 2.68, -5.06)
H (3.78, 3.61, -4.63)
H (0.95, 4.13, -3.58)
H (1.91, 5.14, -4.64)
H (2.39, 4.92, -2.96)
H (0.39, 0.78, -5.20)
H (-1.80, 1.08, -6.31)
H (-3.65, 2.24, -5.18)
H (-3.37, 3.15, -2.89)
Se (3.77, -0.71, 0.16)
C (-3.37, -0.99, 1.87)
C (-2.89, -2.41, 2.16)
C (-2.70, -2.61, 3.66)
C (-3.87, -3.43, 1.60)
O (-1.61, -2.64, 1.56)
Si (-0.98, -2.17, 0.13)
S (-0.53, -0.14, -0.08)
O (-2.03, -2.67, -1.02)
C (-2.24, -2.30, -2.39)
C (-2.93, -3.50, -3.03)
C (-0.91, -2.02, -3.09)
C (-3.14, -1.07, -2.43)
O (0.50, -2.88, 0.09)
C (0.82, -4.30, 0.13)
C (2.28, -4.39, -0.30)
C (0.61, -4.85, 1.53)
C (-0.04, -5.07, -0.86)
H (-4.32, -0.81, 2.38)
H (-3.53, -0.83, 0.80)
H (-2.64, -0.26, 2.22)
H (-3.65, -2.53, 4.19)
H (-2.02, -1.85, 4.06)
H (-2.27, -3.59, 3.84)
H (-4.85, -3.32, 2.07)
H (-3.51, -4.44, 1.80)
H (-3.98, -3.31, 0.52)
H (-2.30, -4.38, -2.98)
H (-3.16, -3.29, -4.08)
H (-3.87, -3.71, -2.51)
H (-0.26, -2.90, -3.05)
H (-0.39, -1.18, -2.63)
H (-1.10, -1.78, -4.14)
H (-4.07, -1.28, -1.91)
H (-3.37, -0.80, -3.46)
H (-2.65, -0.23, -1.95)
H (2.92, -3.82, 0.37)
H (2.40, -3.97, -1.30)
H (2.61, -5.43, -0.31)
H (1.05, -4.20, 2.28)
H (1.08, -5.84, 1.61)
H (-0.45, -4.95, 1.75)
H (0.10, -4.70, -1.88)
H (-1.10, -5.00, -0.61)
H (0.25, -6.12, -0.84)

=====

*2*
Here is C39H59N5O4SSe2SiZr as an isolated structure from the Open Molecules 2025 dataset. Energies are from wB97M-V/def2-TZVPD.

Calculated values
Spin multiplicity: 1
HOMO level (eV): -7.22

Atoms and positions in Å:
Zr (-0.81, -0.69, -0.69)
O (-0.86, -5.00, 0.14)
C (-1.10, -3.81, -0.08)
N (-0.28, -2.77, -0.03)
C (1.14, -3.07, -0.05)
C (1.62, -2.71, -1.44)
C (2.67, -3.36, -2.08)
C (3.01, -3.00, -3.37)
C (2.28, -1.99, -3.99)
C (1.25, -1.39, -3.30)
N (0.93, -1.73, -2.05)
C (-2.48, -3.41, -0.55)
C (-3.53, -4.31, -0.53)
C (-4.74, -3.93, -1.08)
C (-4.84, -2.68, -1.68)
C (-3.74, -1.84, -1.67)
N (-2.58, -2.19, -1.09)
H (1.33, -4.12, 0.16)
H (1.68, -2.46, 0.68)
H (3.19, -4.16, -1.56)
H (3.81, -3.50, -3.89)
H (2.51, -1.68, -5.00)
H (0.64, -0.60, -3.73)
H (-3.36, -5.28, -0.09)
H (-5.59, -4.60, -1.07)
H (-5.76, -2.35, -2.15)
H (-3.75, -0.87, -2.13)
C (4.24, 3.74, -1.11)
C (2.82, 4.22, -1.38)
C (2.23, 3.80, -2.73)
C (1.65, 2.39, -2.78)
N (2.65, 1.35, -2.53)
C (2.81, 0.65, -1.39)
Se (1.70, 0.69, 0.11)
N (3.94, -0.08, -1.50)
C (4.52, -0.87, -0.42)
C (5.31, -0.01, 0.56)
C (6.57, 0.63, -0.02)
C (7.70, -0.37, -0.24)
C (4.51, 0.13, -2.75)
C (5.63, -0.41, -3.36)
C (5.88, -0.01, -4.67)
C (5.04, 0.90, -5.33)
C (3.93, 1.43, -4.71)
C (3.68, 1.03, -3.41)
H (4.65, 4.23, -0.23)
H (4.90, 3.96, -1.95)
H (4.29, 2.67, -0.92)
H (2.82, 5.32, -1.35)
H (2.15, 3.89, -0.58)
H (2.99, 3.93, -3.51)
H (1.40, 4.46, -2.99)
H (1.20, 2.18, -3.75)
H (0.87, 2.25, -2.04)
H (5.14, -1.64, -0.88)
H (3.70, -1.36, 0.10)
H (5.57, -0.63, 1.42)
H (4.63, 0.76, 0.94)
H (6.91, 1.41, 0.66)
H (6.33, 1.14, -0.96)
H (8.02, -0.81, 0.71)
H (8.57, 0.11, -0.69)
H (7.40, -1.19, -0.89)
H (6.28, -1.11, -2.86)
H (6.75, -0.41, -5.18)
H (5.27, 1.18, -6.35)
H (3.28, 2.13, -5.22)
Se (-1.45, 0.72, -2.56)
C (-4.88, -2.74, 3.78)
C (-3.51, -2.14, 3.50)
C (-2.95, -1.49, 4.76)
C (-2.55, -3.21, 2.99)
O (-3.71, -1.17, 2.46)
Si (-2.95, 0.22, 2.08)
S (-0.89, 0.00, 1.77)
O (-3.28, 1.32, 3.25)
C (-2.56, 2.38, 3.91)
C (-1.82, 3.26, 2.90)
C (-3.62, 3.19, 4.64)
C (-1.57, 1.78, 4.90)
O (-3.62, 0.66, 0.64)
C (-4.89, 1.33, 0.42)
C (-5.27, 1.12, -1.04)
C (-5.97, 0.74, 1.33)
C (-4.71, 2.82, 0.69)
H (-4.81, -3.53, 4.53)
H (-5.29, -3.16, 2.86)
H (-5.56, -1.97, 4.14)
H (-2.86, -2.23, 5.56)
H (-3.61, -0.68, 5.10)
H (-1.96, -1.07, 4.57)
H (-2.35, -3.95, 3.77)
H (-1.60, -2.76, 2.70)
H (-2.98, -3.72, 2.13)
H (-2.51, 3.73, 2.20)
H (-1.08, 2.69, 2.34)
H (-1.30, 4.06, 3.44)
H (-4.33, 3.62, 3.93)
H (-3.16, 4.00, 5.20)
H (-4.16, 2.55, 5.34)
H (-0.83, 1.16, 4.39)
H (-2.10, 1.17, 5.64)
H (-1.05, 2.58, 5.43)
H (-5.57, 0.09, -1.21)
H (-4.42, 1.36, -1.68)
H (-6.11, 1.77, -1.29)
H (-6.04, -0.33, 1.18)
H (-6.93, 1.20, 1.10)
H (-5.74, 0.93, 2.38)
H (-3.88, 3.20, 0.09)
H (-4.50, 2.99, 1.74)
H (-5.61, 3.36, 0.41)

=====

Of them, *2* has the lowest stability.

=====

*1*
Here is a 2-piece molecular cluster, C4H6Br2O2 overall from the Open Molecules 2025 dataset. Energies are from wB97M-V/def2-TZVPD.

Calculated values
Spin multiplicity: 1
HOMO level (eV): -9.31

Atoms and positions in Å:
O (2.12, 2.11, -1.44)
C (1.23, 1.73, -0.84)
C (0.21, 1.38, -0.16)
C (-0.95, 0.48, -0.63)
C (-0.84, -0.81, 0.19)
O (-0.91, -0.70, 1.62)
Br (-2.40, -2.06, -0.51)
H (0.31, 1.29, 1.00)
H (-0.70, 0.11, -1.57)
H (-1.78, 1.12, -0.48)
H (-0.11, -1.48, -0.17)
H (-1.78, -0.39, 1.76)
Br (2.99, -2.04, -0.04)
H (4.33, -2.39, 0.34)

=====

*2*
Here is a 2-piece molecular cluster, C4H6Br2O2 overall from the Open Molecules 2025 dataset. Energies are from wB97M-V/def2-TZVPD.

Calculated values
Spin multiplicity: 1
HOMO level (eV): -9.73

Atoms and positions in Å:
O (-1.54, 0.46, 0.20)
C (-0.56, -0.14, 0.42)
C (0.46, -0.82, 0.77)
C (1.86, -0.29, 0.69)
C (2.69, -0.72, -0.50)
O (2.18, -0.53, -1.70)
Br (4.52, 0.28, -0.28)
H (0.36, -1.87, 0.99)
H (2.27, -0.54, 1.69)
H (1.85, 0.85, 0.76)
H (3.16, -1.78, -0.55)
H (1.65, 0.29, -1.74)
Br (-5.10, 0.21, -0.47)
H (-3.98, 0.96, -0.91)

=====

Of them, *1* has the lowest stability.

=====

*1*
Here is a 2-piece molecular cluster, C3H4BrNO overall from the Open Molecules 2025 dataset. Energies are from wB97M-V/def2-TZVPD.

Calculated values
Spin multiplicity: 1
HOMO level (eV): -8.63

Atoms and positions in Å:
C (1.01, -0.26, 0.42)
C (2.64, 0.86, -0.16)
C (-0.20, 0.27, -0.26)
N (1.51, -1.12, 1.11)
O (2.71, 2.06, -0.27)
Br (4.24, -0.21, -0.12)
H (0.05, 0.72, -1.30)
H (-0.88, -0.54, -0.51)
H (-0.67, 0.91, 0.52)
H (1.06, -2.10, 1.34)

=====

*2*
Here is one molecule with the formula C3H4BrNO from the Open Molecules 2025 dataset. Energies are from wB97M-V/def2-TZVPD.

Calculated values
Spin multiplicity: 1
HOMO level (eV): -9.84

Atoms and positions in Å:
Br (-2.28, 1.64, -0.47)
C (-0.49, 0.95, -0.62)
C (-0.04, -0.02, 0.81)
N (-0.04, -1.26, 0.16)
C (-0.15, -1.21, -1.09)
O (-0.41, 0.05, -1.62)
H (0.24, 1.65, -0.86)
H (1.06, 0.04, 1.07)
H (-0.59, 0.16, 1.73)
H (-0.18, -1.86, -1.92)

=====

Of them, *1* has the lowest stability.

=====

*1*
Here is a 2-piece molecular cluster, C3H3FN2O overall from the Open Molecules 2025 dataset. Energies are from wB97M-V/def2-TZVPD.

Calculated values
Spin multiplicity: 1
HOMO level (spin up / spin down) (eV): -9.88 / -9.89

Atoms and positions in Å:
C (-0.42, 0.28, 1.03)
C (-1.53, -0.03, 0.20)
C (0.60, 0.08, 0.20)
N (0.39, -0.50, -0.92)
N (-1.00, -0.56, -0.94)
O (3.03, 0.39, 0.44)
F (3.44, 0.67, -0.86)
H (-0.62, 0.80, 1.95)
H (-2.45, -0.05, 0.63)
H (-1.43, -1.06, -1.72)

=====

*2*
Here is one molecule with the formula C3H3FN2O from the Open Molecules 2025 dataset. Energies are from wB97M-V/def2-TZVPD.

Calculated values
Spin multiplicity: 1
HOMO level (eV): -10.26

Atoms and positions in Å:
C (-1.43, 0.19, -0.09)
C (0.00, -0.10, 0.02)
N (0.45, -1.45, 0.09)
N (1.71, -1.49, 0.07)
O (2.17, -0.30, -0.16)
C (1.16, 0.53, -0.08)
F (1.55, 1.79, 0.10)
H (-2.12, -0.47, -0.67)
H (-1.88, 0.09, 0.97)
H (-1.60, 1.22, -0.26)

=====

Of them, *1* has the lowest stability.

=====

*1*
Here is an isolated ion of composition C4H10N2O2 and charge +1 from the Open Molecules 2025 dataset. Energies are from wB97M-V/def2-TZVPD.

Calculated values
Net charge: +1
Spin multiplicity: 2
HOMO level (spin up / spin down) (eV): -14.58 / -14.50

Atoms and positions in Å:
N (-2.30, 0.41, 0.61)
C (-0.92, -0.12, 0.28)
C (0.13, 0.48, 1.16)
C (1.58, 0.24, 0.62)
O (1.88, -1.09, 0.18)
C (-0.58, 0.02, -1.18)
N (0.20, -0.79, -1.94)
O (-1.14, 0.96, -1.70)
H (2.22, -1.63, 0.93)
H (-3.00, 0.06, 0.01)
H (-2.39, 1.35, 0.76)
H (-0.94, -1.23, 0.48)
H (-0.03, 0.32, 2.29)
H (0.03, 1.65, 1.06)
H (1.57, 0.78, -0.31)
H (2.35, 0.48, 1.22)
H (0.97, -1.29, -1.62)
H (0.37, -0.59, -2.86)

=====

*2*
Here is an isolated ion of composition C4H10N2O2 and charge +1 from the Open Molecules 2025 dataset. Energies are from wB97M-V/def2-TZVPD.

Calculated values
Net charge: +1
Spin multiplicity: 2
HOMO level (spin up / spin down) (eV): -14.07 / -13.84

Atoms and positions in Å:
C (1.56, -1.10, -0.16)
O (2.18, -1.29, -1.40)
C (0.29, -0.14, -0.39)
C (-0.15, 0.29, 1.05)
C (-0.96, 1.59, 1.02)
N (-2.09, 1.61, 0.28)
O (-0.59, 2.52, 1.70)
N (-0.70, -0.93, -0.99)
H (2.25, -0.69, 0.57)
H (1.22, -2.03, 0.21)
H (3.01, -0.79, -1.42)
H (0.50, 0.65, -1.11)
H (0.72, 0.48, 1.65)
H (-0.66, -0.57, 1.48)
H (-2.46, 0.80, -0.17)
H (-2.52, 2.48, 0.05)
H (-0.50, -1.21, -1.94)
H (-1.10, -1.66, -0.41)

=====

*3*
Here is an isolated ion of composition C4H10N2O2 and charge +1 from the Open Molecules 2025 dataset. Energies are from wB97M-V/def2-TZVPD.

Calculated values
Net charge: +1
Spin multiplicity: 2
HOMO level (spin up / spin down) (eV): -14.46 / -14.48

Atoms and positions in Å:
O (-0.37, -1.70, -0.11)
C (-0.10, -0.81, 0.77)
N (-0.70, 0.53, 0.76)
C (-2.02, 0.62, 0.11)
N (-1.98, 0.25, -1.29)
C (1.52, -0.61, 0.72)
C (2.00, 0.17, -0.52)
O (1.46, 1.42, -0.65)
H (-0.03, 1.22, 0.34)
H (-2.41, 1.63, 0.25)
H (-2.66, -0.02, 0.74)
H (-1.50, 0.96, -1.85)
H (-1.40, -0.59, -1.36)
H (1.85, -0.07, 1.61)
H (1.76, -1.66, 0.61)
H (1.78, -0.34, -1.47)
H (3.09, 0.18, -0.50)
H (-0.29, -1.19, 1.83)

=====

Of them, *3* has the lowest stability.